This record from the OMol25 dataset describes a structure of composition C2H13B2ORb. The level of theory is ωB97M-V/def2-TZVPD.

XYZ file:
```
19
Properties=species:S:1:pos:R:3
Rb -1.48619 -0.32333 -0.86232
B -0.52925 -3.06298 0.99180
H -1.47807 -3.82118 0.85465
H 0.48287 -3.68725 1.25986
H -0.35314 -2.35770 0.03225
H -0.72794 -2.33933 1.93355
B -2.26958 0.60168 2.75302
H -1.93917 -0.10355 3.68122
H -2.09086 -0.03051 1.73370
H -3.42967 0.97225 2.86967
H -1.51971 1.55902 2.69004
C 1.83598 1.41694 -2.98050
C 1.97155 1.73811 -1.50213
O 1.07149 1.05589 -0.72747
H 2.56377 2.00072 -3.59652
H 0.86902 1.63296 -3.43554
H 2.19367 0.40666 -3.20845
H 1.84340 2.84158 -1.35928
H 2.99183 1.50002 -1.12755
```

Calculated values
HOMO, eV: -0.6895
LUMO energy, eV: 3.9
Max |F|, eV Å⁻¹: 2.2
Relative energy (zero: lowest compared OMol25 entry of this formula, charge and spin), eV: 0.000
Net charge: -2
Gap between HOMO and LUMO, hartree: 0.1679